Here is 4 unconnected molecules or ions with the total composition C3H12O4 from OMol25. Energies are from the ωB97M-V functional and the def2-TZVPD basis.

Results
- calculated total energy (eV) = -11494.7448
- energy relative to the best compared isomer or geometry (same formula, charge and spin) (eV) = 1.018
- HOMO energy (eV) = -8.322
- structure (SMILES) = C/C=C/O.O.O.O
- frontier orbital gap (eV) = 8.85

Positions of all 19 atoms, in Å:
O  0.90  -1.68  2.13
O  -2.78  -0.64  1.58
O  -1.21  2.28  0.97
O  1.52  0.43  0.25
C  1.17  -0.34  -1.96
C  0.91  0.52  -0.98
C  0.43  -0.34  -3.25
H  1.11  -2.41  2.70
H  -2.18  -1.31  1.89
H  0.37  1.46  -1.08
H  -1.26  1.32  1.10
H  -1.82  2.61  1.64
H  -3.65  -1.06  1.53
H  1.94  -1.08  -1.76
H  -0.47  0.27  -3.25
H  1.04  0.05  -4.07
H  1.06  0.94  0.93
H  0.24  -1.37  -3.59
H  1.26  -1.95  1.30


Here is a molecular structure, C31H36ClGe2NO2Tl from OMol25. Energies are from the ωB97M-V functional and the def2-TZVPD basis.

Results
- net charge = -1
- calculated total energy (eV) = -168565.6289
- energy relative to the best compared isomer or geometry (same formula, charge and spin) (eV) = 0.000
- HOMO energy (eV) = -4.205
- frontier orbital gap (eV) = 6.77

Positions of all 74 atoms, in Å:
Tl  -0.20  1.04  0.41
Ge  2.26  -0.10  0.07
Ge  0.01  0.41  3.03
Cl  -2.33  2.12  -6.32
O  -2.93  1.86  0.93
O  -2.38  -1.87  -1.64
N  -2.24  0.03  -0.32
C  -4.38  -0.78  -0.83
C  1.94  -0.21  5.64
C  -3.17  0.86  0.25
C  0.09  2.42  -3.15
C  3.91  -0.17  7.01
C  3.53  1.37  -0.52
C  2.71  -0.14  2.03
C  -0.93  -1.33  3.45
C  2.01  0.08  3.15
C  -2.89  -0.98  -1.00
C  2.68  0.02  4.48
C  -6.74  -1.05  -0.88
C  -5.79  0.84  0.29
C  -2.13  2.93  -2.41
C  -5.47  -1.51  -1.24
C  -1.73  2.36  -4.70
C  -0.70  1.93  4.16
C  -0.77  2.81  -2.11
C  4.67  0.08  5.88
C  -0.99  -1.89  4.87
C  4.07  0.18  4.63
C  -0.25  3.05  -0.76
C  4.47  -2.15  -0.13
C  -0.68  1.92  5.69
C  4.86  1.50  0.21
C  3.02  -1.88  -0.51
C  -6.90  0.11  -0.14
C  -2.61  2.72  -3.69
C  -4.54  0.36  -0.07
C  -0.38  2.19  -4.43
C  2.54  -0.30  6.89
H  4.64  -2.00  0.94
H  5.42  2.38  -0.13
H  0.87  -0.32  5.54
H  -1.96  -1.18  3.09
H  5.74  0.20  5.96
H  2.96  2.29  -0.40
H  -7.89  0.45  0.12
H  3.71  1.25  -1.60
H  -5.34  -2.42  -1.83
H  -0.17  2.81  3.79
H  2.90  -1.95  -1.59
H  0.29  1.88  -5.22
H  4.38  -0.24  7.99
H  4.69  0.40  3.77
H  -5.89  1.74  0.88
H  -1.39  -1.16  5.58
H  0.78  3.40  -0.77
H  -2.82  3.19  -1.62
H  1.92  -0.47  7.76
H  -1.63  -2.77  4.89
H  -1.20  1.05  6.10
H  -7.61  -1.61  -1.18
H  -3.66  2.83  -3.91
H  -1.18  2.82  6.07
H  -0.88  3.70  -0.17
H  5.50  0.63  0.06
H  0.00  -2.19  5.22
H  5.15  -1.49  -0.67
H  2.37  -2.64  -0.06
H  4.75  -3.18  -0.36
H  0.33  1.92  6.09
H  -1.73  2.03  3.82
H  1.14  2.29  -2.93
H  3.76  -0.39  2.17
H  -0.47  -2.06  2.78
H  4.70  1.62  1.29


Here is 2 unconnected molecules or ions with the total composition C3H6NO2S from OMol25. Energies are from the ωB97M-V functional and the def2-TZVPD basis.

Results
- net charge = +1
- calculated total energy (eV) = -19614.8602
- energy relative to the best compared isomer or geometry (same formula, charge and spin) (eV) = 6.488
- HOMO energy (alpha / beta) (eV) = -12.652 / -13.636
- frontier orbital gap (alpha / beta) (eV) = 6.38 / 9.28

Positions of all 13 atoms, in Å:
S  0.07  -0.49  2.98
O  1.53  -0.42  1.95
O  -1.04  -0.73  2.10
N  0.64  -1.03  -0.08
C  -1.11  1.57  -2.21
C  -0.23  -1.03  -0.90
C  1.62  -0.82  0.72
H  -2.08  1.47  -1.79
H  -0.36  2.16  -1.72
H  -0.91  -1.76  -1.27
H  2.63  -1.03  0.35
H  -0.90  1.17  -3.19
H  0.14  0.95  3.07


Here is a molecular structure, C22H37ClI2LuN7O2S from OMol25. Energies are from the ωB97M-V functional and the def2-TZVPD basis.

Results
- net charge = +2
- calculated total energy (eV) = -111110.0586
- HOMO energy (eV) = -13.318
- frontier orbital gap (eV) = 7.95

Positions of all 73 atoms, in Å:
Lu  0.00  -0.36  -0.56
I  4.18  0.93  -2.60
I  0.65  1.58  -3.06
Cl  2.38  -2.39  -4.62
S  -2.39  0.69  -1.70
O  1.54  -1.17  -2.08
O  -0.57  -1.69  -2.15
N  2.16  0.56  0.40
N  -0.97  2.12  0.40
N  -1.82  -1.72  0.47
N  0.96  -2.48  0.39
N  -0.42  1.41  1.53
N  -3.02  3.05  -0.32
N  -4.27  2.52  -2.05
C  2.55  1.05  -3.97
C  -4.78  3.67  -1.52
C  2.47  -1.34  2.02
C  -1.40  -3.13  0.61
C  -4.73  1.85  -3.23
C  3.02  -0.03  1.46
C  -4.02  4.00  -0.45
C  2.32  -2.45  0.97
C  -1.64  -0.53  2.67
C  1.70  2.84  1.44
C  -1.50  0.98  2.47
C  -2.00  3.08  0.65
C  0.70  -2.27  -4.08
C  2.38  2.02  0.33
C  0.01  -3.26  1.21
C  0.57  2.21  2.29
C  -0.03  3.34  3.09
C  -3.21  2.13  -1.32
C  -2.08  3.89  1.73
C  0.56  -1.68  -2.69
C  -1.14  4.03  2.81
C  -2.55  -1.22  1.65
H  2.04  2.37  -0.65
H  2.46  3.16  2.15
H  1.50  -1.15  2.49
H  0.52  3.59  3.98
H  3.10  0.69  2.28
H  1.02  1.49  2.99
H  -0.65  -0.99  2.68
H  0.14  -1.66  -4.78
H  -3.97  1.89  -4.00
H  2.55  -3.42  1.43
H  -1.41  4.81  3.52
H  2.43  0.06  -4.40
H  -4.11  4.85  0.20
H  3.46  2.23  0.37
H  4.03  -0.19  1.08
H  -3.30  -0.50  1.31
H  -2.50  -1.72  -0.29
H  -5.64  2.33  -3.58
H  0.26  -3.27  -4.09
H  -2.46  1.37  2.13
H  2.78  1.81  -4.71
H  -4.94  0.80  -3.01
H  -2.10  -3.70  1.23
H  -1.39  -3.58  -0.39
H  -1.32  1.43  3.44
H  3.03  -2.28  0.16
H  -2.95  4.52  1.82
H  1.05  -2.99  -0.49
H  0.03  -2.89  2.24
H  -5.63  4.17  -1.93
H  -3.09  -2.04  2.14
H  -2.08  -0.67  3.66
H  0.28  -4.32  1.23
H  2.57  0.18  -0.47
H  3.15  -1.67  2.80
H  -0.20  2.57  -0.10
H  1.32  3.76  0.98


Here is C5H12O in the gas phase from OMol25. Energies are from the ωB97M-V functional and the def2-TZVPD basis.

Results
- calculated total energy (eV) = -7425.3950
- energy relative to the best compared isomer or geometry (same formula, charge and spin) (eV) = 1.916
- HOMO energy (eV) = -9.683
- structure (SMILES) = CCCOCC
- frontier orbital gap (eV) = 10.80

Positions of all 18 atoms, in Å:
O  -0.58  0.31  1.21
C  1.73  -0.92  1.37
C  0.13  -0.67  1.90
C  -0.48  -0.05  -0.15
C  -0.72  1.16  -1.04
C  -0.32  0.85  -2.47
H  0.74  0.60  -2.50
H  -0.03  -0.37  2.97
H  -0.89  -0.01  -2.83
H  0.52  -0.48  -0.24
H  -0.37  -1.66  1.81
H  2.28  -0.86  0.36
H  -1.18  -0.88  -0.34
H  -0.13  2.00  -0.67
H  2.30  -0.20  1.95
H  -1.77  1.47  -1.01
H  -0.50  1.70  -3.13
H  1.95  -1.95  1.65


Here is a molecular structure, C29H22Br2CuF9N3O3Sb2 from OMol25. Energies are from the ωB97M-V functional and the def2-TZVPD basis.

Results
- net charge = +1
- calculated total energy (eV) = -263297.8693
- energy relative to the best compared isomer or geometry (same formula, charge and spin) (eV) = 0.000
- HOMO energy (eV) = -10.897
- frontier orbital gap (eV) = 7.85

Positions of all 71 atoms, in Å:
Sb  0.75  -0.82  2.55
Sb  0.77  2.04  -2.44
Br  2.92  -3.36  2.24
Br  2.59  -6.63  -2.21
Cu  -0.72  -0.54  -0.90
F  -0.55  3.29  -1.86
F  -0.73  0.92  -2.90
F  -2.23  -6.00  4.08
F  2.15  3.12  -1.81
F  -0.85  2.50  7.59
F  0.89  2.68  -4.18
F  1.87  0.54  -2.70
F  6.45  1.27  1.44
F  0.58  1.36  -0.62
O  -0.20  2.35  1.93
O  0.75  -1.55  0.55
O  -0.77  0.24  1.58
N  -2.25  0.83  -0.51
N  -1.86  1.81  0.44
N  -0.18  -2.13  -1.88
C  2.07  -3.59  0.55
C  -0.48  1.78  6.52
C  -0.24  -2.60  3.06
C  -0.75  -0.15  5.16
C  2.47  -4.77  -0.12
C  -1.17  -3.14  2.19
C  0.90  1.51  4.60
C  2.01  -5.06  -1.36
C  -1.58  -4.89  3.75
C  -0.16  3.72  1.43
C  4.83  0.59  2.97
C  -0.92  1.46  1.32
C  -0.22  -3.46  -3.87
C  5.21  0.84  1.67
C  0.62  -4.37  -3.31
C  2.66  -0.04  2.13
C  -1.86  -4.29  2.53
C  1.18  -2.70  0.01
C  3.08  0.20  0.83
C  0.69  -3.01  -1.31
C  -0.60  -2.34  -3.11
C  -0.64  -4.38  4.63
C  0.28  0.29  4.32
C  0.02  -3.22  4.28
C  4.36  0.66  0.59
C  3.53  0.15  3.20
C  -1.13  0.59  6.26
C  1.11  -4.17  -2.00
C  0.53  2.26  5.71
H  -2.59  -4.74  1.88
H  -1.10  4.22  1.66
H  1.68  1.89  3.95
H  -1.27  -1.08  4.95
H  3.22  -0.05  4.22
H  -1.26  -1.59  -3.53
H  3.17  -5.43  0.37
H  -0.46  -4.88  5.57
H  0.06  3.72  0.37
H  5.53  0.73  3.78
H  -1.91  2.77  0.13
H  -2.26  1.29  -1.42
H  -1.37  -2.67  1.23
H  4.71  0.87  -0.41
H  0.75  -2.80  4.97
H  1.01  3.20  5.95
H  0.93  -5.25  -3.86
H  -3.19  0.52  -0.29
H  2.41  0.03  -0.01
H  -0.60  -3.57  -4.88
H  -1.93  0.25  6.92
H  0.64  4.19  1.98


Here is C24H32N8O2 in the gas phase from OMol25. Energies are from the ωB97M-V functional and the def2-TZVPD basis.

Results
- calculated total energy (eV) = -41422.1379
- energy relative to the best compared isomer or geometry (same formula, charge and spin) (eV) = 0.099
- HOMO energy (eV) = -7.569
- structure (SMILES) = COc1cccc(N2CCN(c3ccc4nnc(CCC(=O)N5CCN(C)CC5)n4n3)CC2)c1
- frontier orbital gap (eV) = 8.07

Positions of all 66 atoms, in Å:
O  -0.82  4.50  -0.77
O  0.60  -1.41  -0.64
N  -0.76  -1.28  3.32
N  2.83  1.61  -1.77
N  0.91  -0.30  2.32
N  -3.91  -2.88  -0.24
N  -1.21  -2.28  0.38
N  3.49  1.41  0.74
N  2.03  -0.06  1.65
N  -1.01  0.03  3.35
C  -2.09  -1.27  -0.19
C  3.90  2.68  0.19
C  0.11  -2.22  0.15
C  2.32  1.20  1.40
C  1.00  -2.82  2.45
C  4.02  0.32  -0.05
C  -0.75  1.25  -2.48
C  -1.29  2.40  -1.93
C  3.77  2.63  -1.36
C  -3.16  -1.93  -1.05
C  1.02  -3.15  0.94
C  -0.44  3.32  -1.34
C  3.28  0.28  -1.41
C  -0.01  0.64  2.75
C  -2.19  4.81  -0.74
C  -5.02  -3.46  -0.96
C  -1.93  -3.25  1.16
C  0.60  0.98  -2.42
C  1.47  1.89  -1.80
C  0.38  -1.49  2.71
C  -3.02  -3.89  0.30
C  1.47  2.27  1.86
C  0.31  1.99  2.51
C  0.93  3.07  -1.29
H  3.47  3.59  -1.76
H  2.41  -0.37  -1.31
H  -1.40  0.54  -2.97
H  -2.76  4.05  -0.19
H  0.75  -4.19  0.77
H  0.99  0.08  -2.86
H  -2.68  -2.43  -1.91
H  4.95  2.85  0.47
H  3.87  -0.61  0.49
H  -3.61  -4.58  0.91
H  -2.27  5.77  -0.23
H  2.02  -2.99  0.54
H  -4.69  -4.04  -1.84
H  -2.61  4.90  -1.75
H  -0.37  2.76  2.85
H  4.74  2.36  -1.80
H  3.95  -0.11  -2.18
H  1.74  3.29  1.69
H  2.02  -2.82  2.83
H  -3.84  -1.17  -1.42
H  -5.58  -4.11  -0.30
H  -2.40  -2.73  2.01
H  3.31  3.50  0.60
H  1.54  3.83  -0.83
H  -1.27  -4.02  1.54
H  -2.54  -4.47  -0.52
H  -1.48  -0.58  -0.77
H  0.42  -3.55  3.01
H  -5.68  -2.66  -1.30
H  -2.35  2.57  -1.98
H  -2.57  -0.74  0.64
H  5.09  0.50  -0.18


Here is 2 unconnected molecules or ions with the total composition C6H14O from OMol25. Energies are from the ωB97M-V functional and the def2-TZVPD basis.

Results
- calculated total energy (eV) = -8494.6531
- energy relative to the best compared isomer or geometry (same formula, charge and spin) (eV) = 2.239
- HOMO energy (eV) = -9.301
- structure (SMILES) = C=CCCOC.C
- frontier orbital gap (eV) = 10.35

Positions of all 21 atoms, in Å:
O  -0.29  -2.19  1.09
C  1.80  2.20  -0.67
C  -1.19  -0.31  -0.06
C  -0.97  2.03  -0.95
C  -1.06  0.72  -1.15
C  0.78  -3.08  1.33
C  0.00  -1.26  0.07
H  -0.95  2.46  0.05
H  2.09  1.98  0.36
H  1.69  -2.55  1.65
H  1.74  3.29  -0.78
H  0.18  -1.78  -0.89
H  -0.96  0.34  -2.18
H  1.02  -3.67  0.43
H  -2.08  -0.92  -0.24
H  2.52  1.82  -1.38
H  -1.33  0.19  0.91
H  0.47  -3.76  2.12
H  -0.75  2.72  -1.76
H  0.88  1.66  -0.89
H  0.92  -0.70  0.31


no.,largest force on an atom (eV Å⁻¹)
1,1.349
2,0.935
3,1.667
4,1.930
5,2.198
6,0.476
7,1.438
8,1.121